(1)
DFT (ωB97M-V/def2-TZVPD) results for C20H15N3O6PtS2 as an isolated structure at a distorted geometry.

The geometry in XYZ format:
```
47
Properties=species:S:1:pos:R:3:forces:R:3:mulliken_charge:R:1
Pt -0.291691 0.471173 1.303563 -1.26 0.83 0.52 0.64
C 5.565325 -4.552378 -2.342468 0.00 0.00 0.01 -1.41
C 4.932156 -3.367449 -1.673420 0.00 0.00 -0.02 0.88
C 5.490207 -2.808643 -0.526913 0.00 0.02 0.02 -0.82
C 4.918812 -1.700679 0.077138 0.02 -0.01 0.02 -0.41
C 3.773723 -1.149444 -0.479890 -0.09 -0.02 0.04 0.09
C 3.194948 -1.685602 -1.626808 -0.02 0.00 -0.01 -0.45
C 3.779368 -2.789775 -2.212595 0.00 0.00 -0.01 -0.79
S 3.043141 0.250120 0.268072 0.19 0.14 0.21 1.58
O 2.408132 1.058784 -0.723188 -0.12 -0.03 -0.01 -0.71
O 3.957937 0.813114 1.215415 0.03 0.01 0.01 -0.69
N 1.758942 -0.461426 1.108498 0.48 -0.41 -0.80 -0.44
C 1.746741 -0.704588 2.444413 0.51 0.07 -0.21 1.08
C 2.781770 -0.889953 3.360439 0.13 -0.10 -0.05 -0.64
C 2.424887 -1.101778 4.671478 0.28 -0.05 0.04 -0.38
C 1.089719 -1.072602 5.062924 -0.22 0.00 0.05 -0.67
C 0.126156 -0.816455 4.117596 -0.22 -0.08 -0.20 -0.18
N 0.460878 -0.685044 2.822779 -0.44 0.34 0.57 -0.23
H 6.326384 -5.006997 -1.711392 0.00 0.00 0.00 0.36
H 6.039380 -4.250160 -3.278080 0.00 0.00 0.00 0.32
H 4.818641 -5.308401 -2.585420 0.00 0.00 0.00 0.37
H 6.390028 -3.240000 -0.107266 0.00 0.00 0.00 0.35
H 5.367390 -1.249504 0.951929 0.00 0.00 -0.01 0.45
H 2.314102 -1.226069 -2.054610 0.00 0.00 0.00 0.47
H 3.343997 -3.211257 -3.110164 0.00 0.00 0.00 0.40
H 3.809839 -0.846000 3.037379 -0.02 0.00 0.00 0.37
H 3.194424 -1.268371 5.413429 0.01 0.00 -0.01 0.44
H 0.808453 -1.228359 6.093420 -0.04 0.01 0.00 0.41
H -0.924573 -0.737636 4.359735 0.01 0.02 -0.01 0.44
O 0.848799 2.277308 1.488884 0.16 -0.29 0.21 -0.70
C 0.150074 2.770972 0.554121 0.41 0.11 0.07 1.02
O -0.751034 1.996693 0.071189 -0.33 -0.26 -0.36 -0.60
C 0.353948 4.119426 0.038073 0.00 0.08 0.01 0.34
C 1.454039 4.858225 0.470746 0.00 -0.01 0.00 -0.62
C 1.662162 6.133151 -0.026094 -0.03 0.01 0.01 -0.69
C 0.776102 6.671716 -0.948794 0.01 -0.04 -0.04 -0.41
C -0.305659 5.912479 -1.360982 0.34 -0.22 -0.35 -0.09
C -0.540772 4.639766 -0.889981 0.04 -0.02 -0.04 -0.37
N -1.248718 6.483860 -2.349550 -0.93 0.70 1.61 0.99
O -2.256429 5.846449 -2.569545 0.21 -0.35 -0.60 -0.58
O -1.074662 7.640139 -2.661588 0.37 -0.09 -0.62 -0.58
H 2.139680 4.419960 1.183332 0.00 0.00 0.00 0.50
H 2.515459 6.710823 0.299403 0.00 0.00 0.00 0.42
H 0.911605 7.663357 -1.355136 0.00 0.00 0.00 0.51
H -1.392288 4.075773 -1.239740 0.00 -0.01 0.00 0.61
S -3.139526 -1.224499 0.635168 0.03 0.11 0.10 -0.20
C -1.863218 -0.510592 0.988098 0.49 -0.47 -0.18 0.62
```
Forces are in eV/Å.

Summary:
Gap between HOMO and LUMO (alpha / beta) = 7.819 / 5.517 eV
Spin multiplicity = 2
Expectation value of S² = 0.766
Net charge = +1

---

(2)
DFT (ωB97M-V/def2-TZVPD) results for C20H16Cl2FMnN6O3 as an isolated structure.

The geometry in XYZ format:
```
49
Properties=species:S:1:pos:R:3:forces:R:3:mulliken_charge:R:1
Mn 0.288002 0.850588 0.374640 -0.53 0.05 -0.49 -0.59
Cl -5.420957 1.729669 -3.062291 0.03 0.01 -0.04 -0.17
C -3.762471 1.554600 -2.644917 -0.07 0.04 -0.22 0.12
C -3.438352 1.332301 -1.335777 0.13 -0.02 0.19 -0.95
C -2.083369 1.190152 -0.984396 -0.30 0.03 -0.03 0.68
N -1.566536 0.933640 0.255496 0.25 -0.16 0.51 0.68
C -2.323917 0.724577 1.415875 0.22 0.08 -0.21 0.40
O -3.522026 0.680853 1.493054 -0.20 -0.01 -0.03 -0.64
C -1.439774 0.577950 2.621578 0.08 0.02 -0.22 0.53
C -1.983993 0.512464 3.885530 -0.08 -0.03 0.11 -0.78
C -1.122629 0.419978 4.966104 -0.01 0.00 0.08 -0.35
C 0.243697 0.386568 4.735752 0.01 -0.02 0.06 -0.89
C 0.703921 0.444825 3.433063 -0.13 -0.03 -0.07 0.07
N -0.121525 0.543025 2.392347 0.19 -0.01 0.07 0.38
C -1.083351 1.275144 -1.977965 0.01 0.09 -0.29 -0.10
C -1.435674 1.496312 -3.322262 0.13 -0.01 0.13 -0.95
C -2.758337 1.637861 -3.642323 -0.17 0.02 -0.07 0.02
Cl -3.178294 1.923408 -5.284789 -0.05 -0.01 0.04 -0.16
N 0.174626 1.083270 -1.469833 0.49 -0.24 0.24 0.60
C 1.342185 0.963162 -2.232109 -0.21 0.07 0.19 0.44
O 1.421948 0.970587 -3.432069 -0.04 0.00 -0.16 -0.64
C 2.548528 0.821017 -1.349878 -0.20 0.01 0.09 0.54
C 3.815985 0.816439 -1.889715 0.10 -0.01 -0.09 -0.78
C 4.895660 0.722330 -1.027483 0.08 0.00 -0.01 -0.33
C 4.661240 0.629264 0.335172 0.05 -0.01 0.00 -0.90
C 3.355259 0.626639 0.790888 -0.05 0.00 -0.12 0.08
N 2.314662 0.722313 -0.034544 0.15 -0.05 0.15 0.41
H -4.212911 1.275136 -0.589543 0.01 -0.02 0.02 0.67
H -3.059289 0.543347 3.992786 0.02 0.01 0.01 0.53
H -1.511157 0.379741 5.975604 0.02 0.00 -0.03 0.45
H 0.951776 0.321725 5.550579 -0.03 0.00 -0.02 0.47
H 1.760754 0.416464 3.219270 0.01 0.02 0.01 0.22
H -0.682883 1.566452 -4.089527 0.03 -0.01 0.02 0.65
H 3.926664 0.894737 -2.962425 0.01 0.01 0.02 0.53
H 5.907436 0.729168 -1.411986 -0.03 -0.01 0.01 0.45
H 5.475367 0.564085 1.043815 -0.02 0.00 -0.03 0.46
H 3.138206 0.558483 1.844747 0.01 0.01 0.02 0.21
F 0.590175 2.507356 0.818727 -0.01 0.08 -0.02 -0.65
C -0.226242 -4.599837 -0.485642 0.04 0.01 0.05 -0.99
N 0.203059 -3.363398 0.150121 -0.01 0.04 -0.03 -0.21
C -0.051362 -2.131708 -0.309737 -0.29 0.00 -0.36 0.42
N -0.756225 -2.005356 -1.444698 -0.01 -0.07 0.00 -0.18
O 0.375077 -1.135590 0.321893 0.36 0.05 0.50 -0.40
H 0.161810 -5.432767 0.092737 0.00 0.01 0.01 0.31
H 0.171141 -4.687901 -1.498025 0.01 0.04 0.00 0.33
H -1.313807 -4.687150 -0.509092 0.00 0.04 0.01 0.34
H 0.722160 -3.392603 1.010379 0.02 -0.03 0.01 0.27
H -1.116437 -2.802159 -1.937946 -0.01 0.00 -0.01 0.24
H -0.977817 -1.087161 -1.791204 0.01 0.00 0.01 0.15
```
Forces are in eV/Å.

Summary:
Gap between HOMO and LUMO (alpha / beta) = 5.912 / 5.795 eV
Spin multiplicity = 2
Expectation value of S² = 0.785
Net charge = +1

---

How do the records compare in ΔE to the lowest compared entry with this formula, charge and spin? In the order shown, they have 0.0 0.0 kJ/mol.